No. 1
Density functional theory data (wB97M-V/def2-TZVPD) for an isolated molecule of C3H4ClNS.

Each line ends with the Mulliken charge.
Positions of all 10 atoms, in Å:
C -0.58688 -0.88983 0.02370  0.09
C 1.50665 0.22037 0.19723  -0.35
C -1.44216 0.15114 -0.33745  -0.29
N 0.69773 -0.90615 0.11890  -0.46
S 0.81460 1.88411 0.01852  -0.30
Cl -3.07905 0.09636 0.07593  -0.11
H -1.04753 -1.84232 0.27270  0.35
H 2.00152 0.17860 1.17248  0.29
H 2.28863 0.13809 -0.56558  0.31
H -1.15350 0.96964 -0.97642  0.45

Results
Largest force on an atom (eV/A): 1.77
Charge: 0
Total energy (eV): -28019.950
Orbital gap (alpha / beta) (eV): 6.1 / 6.1
Energy relative to the best compared isomer or geometry (same formula, charge and spin) (kcal per mole): 72.7
HOMO level (alpha / beta) (eV): -8.53 / -8.53



No. 2
Density functional theory data (wB97M-V/def2-TZVPD) for an isolated molecule of C3H2S2.

Each line ends with the Mulliken charge.
Positions of all 7 atoms, in Å:
C 0.06664 -0.49320 0.01408  0.04
C 0.86829 0.51440 -0.55054  -0.10
C -1.03448 -0.33098 0.64207  0.06
S -2.36275 -0.31736 1.44839  -0.29
S 0.55300 2.06252 -0.14171  -0.27
H 0.19869 -1.54189 -0.12595  0.32
H 1.71061 0.10651 -1.28633  0.24

Results
Largest force on an atom (eV/A): 4.10
SMILES string: S=C=CC=S
Charge: 0
Total energy (eV): -24811.480
Orbital gap (eV): 7.9
Energy relative to the best compared isomer or geometry (same formula, charge and spin) (kcal per mole): 0.0
HOMO level (eV): -8.75



No. 3
Density functional theory data (wB97M-V/def2-TZVPD) for an isolated molecule of C6H10O3SSi2.

Each line ends with the Mulliken charge.
Positions of all 22 atoms, in Å:
C -4.14590 0.37183 -0.24195  -0.54
C -3.15619 1.20317 0.24180  -0.49
C -3.75051 -0.89124 -0.76444  -0.29
C -1.85306 0.78285 0.34270  -0.33
C -2.51790 -1.30588 -0.54549  -0.58
C -1.54643 -0.47756 -0.05198  0.55
O 4.24434 -0.51138 0.07749  -0.56
O 1.92281 -1.99111 0.32011  -0.17
O -0.26804 -1.00138 -0.01420  -0.05
Si 4.88909 1.33519 -0.43466  0.58
Si 1.12722 -0.64521 0.71715  0.29
S 3.43598 -1.99587 0.90656  0.20
H -5.18169 0.57006 -0.47869  0.34
H -3.30102 2.12771 0.79752  0.31
H -4.49120 -1.41267 -1.40758  0.31
H -1.11846 1.47465 0.48117  0.44
H -2.15615 -2.18816 -0.90454  0.48
H 3.66772 1.82545 -1.06165  -0.08
H 5.27428 1.69084 1.04955  -0.03
H 5.87925 1.06463 -1.37777  -0.07
H 1.04568 -0.63061 2.09226  -0.16
H 2.00018 0.60470 0.25664  -0.15

Results
Largest force on an atom (eV/A): 6.50
Charge: 0
Total energy (eV): -39114.581
Orbital gap (eV): 7.6
Energy relative to the best compared isomer or geometry (same formula, charge and spin) (kcal per mole): 48.2
HOMO level (eV): -8.17



No. 4
Density functional theory data (wB97M-V/def2-TZVPD) for a structure of composition C3H8FN3O.

Each line ends with the Mulliken charge.
Positions of all 16 atoms, in Å:
C -0.74392 -0.39264 -1.23714  0.03
C -0.23242 -0.04071 1.37008  -0.75
C -0.63669 1.30500 1.67330  0.06
H 1.49217 0.62481 -1.62887  0.29
H 1.54613 -0.20862 -3.23794  0.22
H -1.75285 -0.15580 -0.97718  0.45
H 1.12715 -1.95320 -1.13808  0.45
H 0.84285 -0.35454 1.97820  0.25
H -0.94801 -0.80056 2.21841  0.28
H 0.29431 2.12348 1.78318  0.20
H -1.71834 1.72688 1.21081  0.19
N 1.32813 -0.32602 -2.34136  -0.46
N -0.19195 -0.30097 -2.36546  -0.41
N 0.14801 -0.44917 -0.06163  0.02
O 0.55095 -1.91395 -0.23188  -0.53
F -1.10552 1.11601 2.98557  -0.28

Results
Largest force on an atom (eV/A): 8.66
Charge: 0
Total energy (eV): -12468.438
Orbital gap (eV): 9.9
Energy relative to the best compared isomer or geometry (same formula, charge and spin) (kcal per mole): 150.5
HOMO level (eV): -9.11